Record 1
Below is a molecular structure, C6H15AlBCaCl4F2KO4S in a non-equilibrium geometry, with properties calculated with ωB97M-V/def2-TZVPD.

As for the orbital gap: 3.739 eV. The lowest unoccupied orbital energy comes out at -3.3 eV. As for the spin multiplicity: 1. For the total energy, the calculation gives -4521.914505 a.u. The HOMO energy is -7.0230 eV.

The geometry in XYZ format:
```
36
Properties=species:S:1:pos:R:3:mulliken_charge:R:1
H 2.48 0.47 -2.41 0.168
F -2.13 4.41 2.96 -0.804
H 1.96 1.15 -6.05 0.305
B 0.20 1.13 1.37 0.339
Cl -1.81 -1.73 4.18 -0.041
C 0.78 -1.33 2.91 -1.174
C 2.02 -0.38 -2.94 -0.946
H 1.00 -0.60 3.67 0.345
O 0.62 -1.34 0.33 -0.597
H -0.53 1.78 3.29 0.325
O 0.83 -0.97 -4.91 -1.054
H 2.88 1.64 -4.62 0.330
H -2.54 1.34 2.39 0.268
Cl -1.59 -2.89 6.13 -0.089
O -1.36 -1.10 1.76 -0.611
H -3.26 -3.54 2.58 0.292
H -2.10 1.74 0.73 0.407
C 1.35 0.11 -4.24 0.666
S 0.04 -0.75 1.49 1.323
C -0.56 2.09 2.26 0.403
H 1.30 -0.84 -2.26 0.206
K 1.81 -2.91 -4.86 0.924
H 3.21 0.08 -5.39 0.223
H 0.65 0.92 -3.94 0.105
C 2.41 0.78 -5.13 -1.149
F 0.04 3.37 2.12 -0.241
Al -0.68 4.06 0.36 0.474
H -2.47 3.05 1.93 0.461
H 1.73 -1.77 2.66 0.362
Cl -1.39 -2.51 -0.76 -0.817
O -3.60 -3.81 1.72 -0.990
H 2.82 -1.11 -3.13 0.213
Ca -3.22 -2.54 0.63 1.422
H -0.09 -1.95 3.11 0.460
C -2.01 2.05 1.78 -1.387
Cl 1.22 1.91 0.23 -0.122
```

=====

Record 2
Below is a molecular structure, C21H14CrN5O3 in a non-equilibrium geometry, with properties calculated with ωB97M-V/def2-TZVPD.

As for the orbital gap (alpha / beta): 5.326 / 5.460 eV. The lowest unoccupied orbital energy (alpha / beta) comes out at -4.9 / -4.8 eV. As for the spin multiplicity: 5. For the total energy, the calculation gives -2352.365381 a.u. The HOMO energy (alpha / beta) is -10.1780 / -10.2835 eV. As for the total charge: +1.

The geometry in XYZ format:
```
44
Properties=species:S:1:pos:R:3:nbo_charge:R:1
H -2.21 -13.10 13.89 0.287
C -1.08 -11.86 12.40 -0.232
C 1.27 -8.20 7.17 -0.161
C -2.03 -16.41 10.18 -0.125
C 1.26 -10.97 6.40 -0.264
C 1.20 -9.21 8.13 -0.290
H -1.07 -10.89 12.95 0.256
C -2.12 -17.37 9.19 -0.085
N 2.40 -12.75 4.89 -0.514
N -0.46 -12.99 10.45 -0.510
C 1.14 -10.64 7.80 0.393
C -1.76 -13.00 12.90 -0.085
C -2.48 -16.45 11.48 -0.128
Cr 0.37 -13.32 8.55 1.285
C 1.29 -8.55 5.82 -0.261
H -0.65 -15.66 6.60 0.238
H 3.35 -14.54 4.34 0.237
O -3.14 -14.74 14.55 -0.373
C -1.62 -17.10 7.91 -0.241
C -0.99 -15.90 7.62 0.097
H -2.78 -17.42 11.94 0.279
O 1.30 -11.51 8.75 -0.790
H 1.29 -7.10 7.40 0.231
C -2.47 -15.41 12.37 0.126
C -0.54 -11.85 11.16 0.096
N -0.73 -15.04 8.59 -0.548
H -2.56 -18.33 9.49 0.247
C 2.77 -14.05 5.08 -0.048
H 1.44 -10.13 4.42 0.199
H -1.44 -18.01 7.27 0.259
C 1.35 -9.92 5.48 -0.143
C -1.16 -14.08 10.85 0.161
H 2.31 -15.40 6.83 0.226
H 1.50 -9.03 9.12 0.217
C -1.83 -14.14 12.06 -0.112
C 1.61 -12.32 6.05 0.425
H 2.59 -12.19 4.05 0.441
H 1.14 -7.88 4.97 0.228
C -1.29 -15.19 9.83 0.303
O -3.45 -16.79 13.81 -0.333
N -3.05 -15.63 13.63 0.470
N 1.46 -13.44 6.80 -0.603
C 2.13 -14.49 6.23 -0.112
H -0.11 -11.01 10.64 0.255
```